Computed, not measured: a molecular structure, C2CsO4 in a non-equilibrium geometry, with the ωB97M-V functional and the def2-TZVPD basis.

Structure (XYZ):
```
7
Properties=species:S:1:pos:R:3:forces:R:3:lowdin_spin:R:1
C -0.6664 -0.1227 0.0441 -4.0 -1.9 0.0 0.476
O -1.6615 0.6086 0.1496 0.2 0.8 0.1 0.146
O -0.6700 -1.3588 0.0022 0.8 -0.5 -0.1 0.149
Cs -4.1285 -1.7704 0.2821 0.9 0.5 -0.1 0.110
O 1.2228 0.8622 0.0249 6.1 -1.5 -1.8 0.085
O 3.4978 1.1019 -0.2549 0.4 -2.3 -1.0 0.015
C 2.4059 0.6791 -0.2480 -4.4 5.0 2.8 0.019
```
Forces are in eV/Å.

Output
relative energy (zero: lowest compared OMol25 entry of this formula, charge and spin): 69.4 kJ/mol
multiplicity: 2
electronic energy: -10809.396 eV
HOMO (spin up / spin down): -4.59 / -8.03 eV